A 9-piece molecular cluster, C36H93N3O18S6 overall, computed with ωB97M-V/def2-TZVPD.

Properties
molecular weight	1048.5	g/mol
HOMO-LUMO gap	8.360	eV
E	-5334.922071	a.u.
SMILES string	CCOS(C)(=O)=O.CCOS(C)(=O)=O.CCOS(C)(=O)=O.CCOS(C)(=O)=O.CCOS(C)(=O)=O.CCOS(C)(=O)=O.CCN(CC)CC.CCN(CC)CC.CCN(CC)CC
E_LUMO	0.3	eV
HOMO level	-8.08	eV

Atoms and positions in Å:
N  7.83055  -1.69456  0.77675
H  10.47539  0.14490  2.16715
S  2.97872  -0.11086  -5.86489
H  3.60615  -6.32702  -2.37708
H  -1.75982  7.35990  3.38105
O  3.38792  -1.32304  -6.60020
H  7.84940  -3.50407  1.63502
C  1.27404  3.36548  4.33268
H  2.70099  0.50934  -3.59131
H  -3.58615  -3.76475  0.15862
H  -1.32629  -0.01963  -6.30936
H  6.68626  -3.59671  -0.67179
H  -3.30789  5.20472  -5.03045
H  5.49608  -0.66419  1.63028
H  -3.89764  0.51352  -2.10640
H  -1.62501  -1.08262  0.02475
H  -1.80124  4.95761  4.10205
H  1.47454  0.04826  3.49314
C  -2.59173  5.41556  3.50751
O  -2.29072  5.15258  2.12704
H  -4.35674  -4.24166  -2.72143
H  2.83595  -3.34323  -1.37316
H  -8.79325  -0.89519  0.84315
H  0.87646  -3.31690  -2.88682
H  5.25348  0.52881  0.41469
S  -6.91785  0.00302  2.18838
C  -2.71541  6.92638  3.67599
S  -2.59237  4.66779  -2.83507
O  2.02627  -7.36804  -0.31839
O  -1.21619  3.58217  0.47795
C  -3.76291  3.18010  1.11978
H  0.15670  -1.18863  -4.95460
N  2.39190  2.41433  4.23240
H  -3.89455  2.13789  0.82900
H  0.18065  0.60908  4.36250
O  0.70902  -0.35926  0.95667
H  1.21330  -0.66160  5.05894
H  9.35557  -1.96597  2.18761
H  -3.88581  3.73614  0.19035
C  9.70153  0.02101  1.40960
H  -5.45527  -4.63981  -1.33165
H  1.29158  3.90006  2.27270
N  -5.23855  -2.56401  -1.62347
H  4.05631  -0.55851  -3.70998
C  -4.71721  -3.94700  -1.73587
H  1.89446  5.24295  3.28334
C  7.04419  -2.84904  1.30234
H  -5.96495  -3.10977  1.28224
H  0.79613  -1.82137  -1.78088
S  1.94599  0.14071  -0.13053
O  3.03008  -5.42749  1.01465
O  1.29399  0.06953  -6.06976
C  -2.74937  5.76245  -4.27872
H  -1.08092  0.23122  -2.85366
H  -0.45166  0.90435  2.08982
C  -0.69558  -0.71847  -6.85883
H  2.38868  -1.23450  -3.82493
S  2.65355  -6.03175  -0.28820
C  -7.70617  -3.22527  -1.74916
H  -3.40499  6.56616  -3.94361
O  -3.89769  4.35226  -2.25364
H  0.96664  -1.97934  -6.28622
O  -2.00677  3.31768  -3.64865
H  -3.22106  -5.20324  -0.88497
H  -4.52061  -0.15043  -0.59448
H  0.30458  2.89714  4.16268
H  1.76005  1.66204  6.18681
H  -4.48268  3.49527  1.87522
H  -4.96256  -1.72485  1.21436
H  5.68235  -4.37666  0.64076
C  -0.40983  0.40666  1.12099
H  5.32816  -2.81466  -0.05764
H  0.20560  4.83990  3.28673
H  -0.57449  1.07688  -4.30839
C  2.13701  1.33951  5.21626
H  -1.75654  6.04981  -4.62487
H  -4.85458  -3.64670  3.65295
O  -6.59583  -1.61279  2.61611
H  -6.79505  -1.41360  -2.38901
H  6.49953  0.83317  1.65745
H  6.50751  -1.08811  -0.77770
O  1.30320  0.77337  -1.27091
H  9.15934  0.94791  1.22253
H  3.06529  0.82779  5.47032
H  4.77843  1.34217  3.68797
H  3.31145  2.07207  0.15255
O  -7.77392  0.53660  3.23206
C  -3.44899  -4.13772  -0.85636
H  -0.46207  1.26324  0.44894
C  -4.58780  -2.82363  2.99001
C  -4.59433  -0.20847  -1.68043
C  -7.92228  -0.27771  0.62347
C  -6.53508  -2.47190  -2.36650
H  -1.89307  -1.00327  1.76151
H  -4.38709  -1.71512  -3.35260
C  0.76594  -2.90612  -1.88325
H  3.06257  1.25432  1.81714
C  3.04365  -0.40189  -4.08158
C  6.14291  -3.46353  0.26369
O  2.97067  -0.87459  -0.19830
H  -4.31664  -1.99473  3.64383
H  -2.56158  -3.62057  -1.22128
H  7.65794  0.12768  -0.43256
H  3.65423  3.87358  5.09051
H  -2.32054  2.06393  -2.01309
O  1.58708  -4.97860  -1.03167
H  -2.25445  0.67585  -4.04545
H  10.27319  -0.19778  0.50769
H  -7.19309  -0.63236  -0.10495
C  -1.71304  -0.40118  0.87091
S  -2.04577  3.56486  1.67116
C  1.83302  -3.58761  -1.02314
H  3.84811  3.65808  3.39646
O  -5.62754  0.64583  1.88524
O  3.67237  1.14217  -6.13832
H  -3.26932  -1.92675  -2.05443
H  -3.54932  7.30928  3.08769
H  -3.67231  -3.05396  2.44510
O  -1.50883  5.19726  -2.01511
C  -1.35198  1.02826  -3.54600
C  2.66528  1.52466  0.83878
C  8.73750  -1.15070  1.81154
H  -8.24987  0.73132  0.37316
C  4.08997  -5.88134  -1.50795
H  -0.16203  -3.32760  -1.49681
H  4.35043  -4.83183  -1.64508
H  -3.54534  4.92663  3.70670
C  1.20970  0.28756  4.52303
C  3.64653  3.10739  4.31527
H  1.23746  3.92605  5.26677
C  4.92923  2.19676  4.34755
H  -2.54475  0.26501  0.64169
H  -1.22718  -1.64960  -7.05508
H  1.78399  -3.13882  -0.03104
C  -1.59378  2.29163  -2.79288
H  -7.49526  -4.28990  -1.64827
H  -0.47849  -0.26450  -7.82571
H  8.13323  -0.77549  2.63748
H  6.45295  -2.58517  2.17921
H  -0.67862  2.67398  -2.34081
H  1.83292  2.19470  1.05402
H  -2.95269  7.14700  4.71673
H  -8.01102  -2.80389  -0.79125
C  6.02881  0.07481  1.03181
C  7.04644  -0.63277  0.05313
O  -1.69367  2.76180  2.83797
C  -4.29039  -1.61321  -2.27170
H  5.22070  1.94832  5.36805
C  -5.55588  -2.31820  1.91006
H  5.76560  2.70792  3.87081
C  1.20250  4.40207  3.23612
H  -8.65051  -3.12428  -2.28405
C  0.48410  -1.04958  -5.98492
H  4.89351  -6.56859  -1.24314
H  -5.61896  0.09643  -1.89325
H  -6.48606  -2.88636  -3.37345


C16H21Cl2F4O3PS2Zn as an isolated structure, computed with ωB97M-V/def2-TZVPD.

Properties
molecular weight	568.7	g/mol
HOMO-LUMO gap	1.935	eV
E	-5083.958130	a.u.
E_LUMO	-12.1	eV
HOMO level	-14.01	eV
net charge	+2

Atoms and positions in Å:
C  1.12396  3.16810  2.01168
F  -4.60007  0.81910  -1.92920
O  -2.28263  0.10374  2.44327
H  1.84138  -4.98433  1.32559
C  0.56504  4.41675  1.28208
F  -2.91817  -0.37769  -4.04699
S  3.88619  -0.88741  -2.53584
O  2.14099  0.95652  -0.30997
F  -2.89520  -1.50712  1.12486
P  1.96706  -0.76544  -2.23953
H  1.14419  5.33567  1.51688
H  1.22252  -1.88985  -2.70813
H  -0.82680  -4.98738  1.44715
C  -1.12377  0.48486  -2.55620
H  -0.53027  0.05337  -3.39391
H  -0.90828  1.55440  -2.36591
F  -3.38508  2.57655  -2.62099
Zn  -1.01615  1.92000  4.38912
C  -0.08733  -0.05871  -0.14135
C  -0.01818  1.47995  0.28469
C  2.24846  -1.38198  0.38057
Cl  -1.65309  2.25115  0.12625
C  1.13663  1.89565  -0.68304
H  -0.68709  -1.46152  -1.67126
H  -2.09650  -0.66358  -0.97824
H  3.34320  -1.25621  0.21629
H  0.96463  -3.52464  2.02603
H  -0.45967  -1.97905  0.80143
C  1.20279  -4.10042  1.11151
H  1.11903  1.01291  2.06879
H  -0.74213  -3.98390  -0.03880
C  -0.50975  -0.90752  1.11511
C  -3.55462  1.29408  -2.52261
C  -2.57790  0.44737  -3.06283
H  2.11480  -1.32790  1.47855
S  1.88876  -3.08942  -0.25606
H  0.42325  4.30717  0.19144
H  0.15424  -0.81790  1.99283
H  0.99146  3.37676  3.10597
C  -1.93816  -0.67417  1.63447
C  -1.04762  -0.47321  -1.29539
H  -0.45407  4.60689  1.70781
O  1.21956  2.68419  -1.52688
H  -0.01943  -5.61757  -0.01456
H  1.50339  0.33538  -3.03288
C  -0.17404  -4.69949  0.59214
H  -0.50315  1.77334  2.43443
C  1.46806  -0.31882  -0.45261
Cl  2.93560  3.07120  1.82495
C  0.40397  1.81015  1.74926


One molecule with the formula C4H4N2, computed with ωB97M-V/def2-TZVPD.

Properties
molecular weight	80.1	g/mol
HOMO-LUMO gap	8.115	eV
E	-264.157773	a.u.
E_LUMO	0.5	eV
HOMO level	-7.59	eV
relative energy (zero: lowest compared OMol25 entry of this formula, charge and spin)	105.8	kcal per mole

Atoms and positions in Å:
C  -0.96198  0.62616  -0.22687
H  -2.09335  -1.02714  0.54492
H  -1.82766  1.34469  -0.36754
H  1.69677  1.00244  -1.68217
H  1.72865  -0.94996  1.46948
C  1.09866  -1.30899  0.56237
N  -0.13390  -1.22205  0.68964
C  -1.19495  -0.71734  0.21371
C  0.30686  0.93636  -0.41718
N  1.38089  1.31584  -0.78635